63
Properties=species:S:1:pos:R:3:forces:R:3 method="wB97M-V/def2-TZVPD" total_charge=-1 homo_ev="-3.290 / -4.096" lumo_energy_ev="1.9 / 1.5" spin_multiplicity=5 molar_mass_g_mol=716.75 gap_ev="5.19 / 5.64"
Cr 1.60480 -1.59855 0.66345 1.268 -0.305 -0.249
N 3.79828 1.16016 3.25810 0.160 -0.021 -0.035
C 2.96939 0.39239 2.48941 -0.328 -0.141 -0.036
S 3.44434 -1.24697 2.19474 -0.036 0.132 -0.044
N 1.85685 0.97696 2.10798 0.213 0.085 0.165
N 1.06137 0.17743 1.34932 -0.139 0.362 0.485
C -0.12302 0.58413 1.03970 -0.002 0.116 -0.205
C -0.72201 1.84605 1.52362 -0.086 0.129 -0.024
C -1.32739 2.71829 0.62139 -0.035 0.031 -0.027
C -1.91749 3.89135 1.06624 -0.016 -0.012 0.036
C -1.90899 4.20677 2.41738 0.076 -0.032 0.001
C -1.28756 3.35188 3.31936 -0.054 0.020 -0.012
C -0.69308 2.18147 2.87574 -0.087 -0.110 0.026
C -0.84486 -0.30951 0.10433 0.062 0.015 0.001
C -2.16035 -0.12447 -0.28572 -0.214 0.089 0.096
C -2.72022 -0.98314 -1.21569 0.044 -0.018 0.022
C -1.94735 -1.99975 -1.74696 -0.029 0.049 0.012
C -0.65844 -2.15962 -1.27289 0.036 -0.147 -0.039
N -0.13618 -1.36261 -0.34686 -0.449 0.098 -0.055
H 4.73889 0.81392 3.34082 0.007 0.063 -0.014
H 3.69721 2.15578 3.13687 -0.064 0.000 0.039
H -1.29694 2.49398 -0.43792 -0.051 -0.006 0.210
H -2.37463 4.56261 0.35014 0.014 0.007 -0.013
H -2.37213 5.12166 2.76543 0.009 0.006 0.004
H -1.26159 3.59916 4.37333 -0.007 -0.006 -0.002
H -0.20814 1.52008 3.58023 0.032 0.010 -0.009
H -2.73615 0.67773 0.15153 0.005 0.012 -0.066
H -3.74822 -0.85452 -1.52866 0.013 0.046 -0.009
H -2.33244 -2.66916 -2.50230 0.027 0.000 -0.009
H -0.02026 -2.95402 -1.63801 0.036 0.003 0.052
C 2.91463 -1.10470 -4.33225 0.043 -0.130 0.149
S 3.48188 -2.66491 -3.60319 0.119 0.020 -0.064
C 2.88085 -2.49274 -1.94933 -0.138 -0.103 0.381
S 2.83906 -0.91762 -1.21340 0.135 -0.189 -0.153
N 2.50297 -3.60020 -1.38471 -0.314 0.053 -0.246
N 1.96386 -3.39847 -0.14039 0.128 -0.155 -0.036
C 1.30467 -4.40008 0.43979 0.085 0.085 0.048
C 0.63867 -4.10435 1.64233 0.144 0.084 -0.014
C -0.04064 -5.05284 2.44894 -0.016 -0.013 -0.051
C -0.58408 -4.66934 3.63811 0.026 0.065 0.024
C -0.44747 -3.32644 4.07232 -0.059 -0.116 0.022
C 0.20216 -2.44452 3.24798 -0.086 0.053 -0.123
N 0.70861 -2.78145 2.05531 -0.395 -0.431 0.220
H 3.30311 -1.08879 -5.34974 -0.007 -0.008 0.001
H 3.29527 -0.25885 -3.76723 0.000 0.048 -0.071
H 1.82753 -1.06991 -4.34276 0.001 0.064 -0.020
H 1.28821 -5.38112 -0.02057 -0.002 -0.022 0.036
H -0.10621 -6.07615 2.10137 -0.011 0.000 0.011
H -1.10838 -5.38891 4.25486 0.017 -0.002 -0.001
H -0.84628 -2.99631 5.02004 0.015 0.015 -0.002
H 0.32075 -1.40415 3.53126 0.037 -0.001 -0.017
F -3.51275 4.47201 -4.44132 0.049 -0.028 0.014
C -2.47862 3.85770 -3.83339 -0.105 0.080 -0.059
C -1.58401 4.57681 -3.06514 0.042 0.129 0.078
F -1.75524 5.90657 -2.93490 0.016 -0.055 0.004
C -0.53357 3.94027 -2.43203 0.012 -0.043 -0.020
F 0.28955 4.70639 -1.69921 -0.055 -0.018 -0.035
C -0.30468 2.55527 -2.52079 0.142 0.014 -0.107
S 0.99044 1.74745 -1.71288 -0.225 0.203 -0.302
C -1.23973 1.87319 -3.31863 0.028 -0.003 0.083
F -1.13053 0.54190 -3.48404 -0.013 0.064 -0.052
C -2.29461 2.49545 -3.95725 -0.058 -0.158 -0.041
F -3.15917 1.77942 -4.70322 0.036 0.023 0.041

=====

57
Properties=species:S:1:pos:R:3:forces:R:3 method="wB97M-V/def2-TZVPD" total_charge=-1 homo_ev=-7.341 lumo_energy_ev=2.2 molar_mass_g_mol=507.81 gap_ev=9.55
Cl -0.06999 -1.33092 0.73341 -0.928 0.119 1.708
O 0.25575 -1.47064 2.14798 0.944 -0.157 -0.776
O 0.86058 -0.48784 0.03016 0.713 -0.333 -0.080
O -0.18594 -2.63689 0.12466 0.516 -0.039 -0.293
O -1.34727 -0.69171 0.70774 -1.210 0.512 -0.663
C -0.27496 1.00703 -2.90526 0.611 1.420 -0.496
C -0.46214 -0.05332 -3.97891 -0.613 0.392 1.587
C -0.80223 -1.42550 -3.38410 1.036 -0.167 -0.141
O -2.01018 -1.80439 -4.03569 0.169 -0.566 0.249
C -2.46321 -0.80963 -4.79964 0.431 0.811 -0.107
O -3.44560 -0.83838 -5.46135 -0.327 -0.090 -0.131
O -1.63128 0.27173 -4.72460 -0.318 -0.435 -0.466
H -0.32977 2.00192 -3.36797 0.109 -0.152 -0.299
H 0.72440 0.97699 -2.46748 -0.108 -0.389 0.191
H -1.02190 1.09485 -2.11738 -0.113 -0.862 -0.011
H 0.40410 -0.11039 -4.63807 -0.103 0.134 -0.119
H -0.89919 -1.45442 -2.30162 -0.368 0.287 0.059
H 0.02354 -2.10147 -3.61709 -0.393 -0.392 -0.172
C -2.23888 -5.77418 -0.61086 0.006 0.120 0.057
C -2.81009 -4.61501 0.18813 0.959 1.057 0.342
C -3.05753 -3.33930 -0.57702 0.661 0.381 -0.937
O -4.37327 -3.56567 -1.10975 0.028 0.092 -0.088
C -4.99921 -4.41037 -0.27895 0.564 0.030 0.390
O -6.14542 -4.69829 -0.32921 -0.762 -0.187 -0.046
O -4.13040 -4.89208 0.65909 -0.316 -0.375 -0.298
H -2.76767 -5.92178 -1.55430 -0.332 -0.233 0.212
H -2.27137 -6.64193 0.04720 -0.137 -0.263 -0.338
H -1.19875 -5.62827 -0.90623 0.040 0.351 0.324
H -2.15696 -4.35427 1.02041 -0.163 -0.367 0.223
H -2.31876 -3.19098 -1.36492 -0.332 -0.233 -0.298
H -3.03469 -2.39949 -0.02502 -0.180 -0.290 0.478
C 3.06686 0.56259 2.90216 0.113 0.548 -0.100
C 3.15891 1.46325 4.10692 0.473 -0.803 0.580
C 3.44798 0.62970 5.38507 -0.508 0.690 0.724
O 4.71580 1.11214 5.84371 -0.023 -0.630 0.179
C 5.14749 2.12036 5.07922 -0.229 -0.153 -0.208
O 6.11956 2.75989 5.31574 0.271 0.235 -0.139
O 4.33313 2.28718 4.02174 0.122 0.507 -0.167
H 3.99376 -0.01052 2.84274 -0.105 -0.173 0.003
H 3.00289 1.16579 1.99592 -0.232 -0.169 -0.064
H 2.20462 -0.09787 2.99491 -0.004 -0.036 -0.242
H 2.31435 2.13955 4.23419 -0.096 -0.149 -0.074
H 3.44639 -0.44832 5.23713 0.384 0.037 -0.285
H 2.76850 0.82547 6.21924 -0.248 0.048 -0.302
C -0.10580 3.11264 0.51950 -0.316 -0.163 1.107
C 0.46305 4.39663 -0.03396 -0.194 -0.378 -0.900
C 1.64634 4.24333 -1.00598 0.073 -0.319 0.494
O 1.34303 5.12337 -2.09579 0.432 -0.056 -0.016
C 0.06722 5.51746 -1.99899 -0.758 -0.203 0.528
O -0.52514 6.24393 -2.72563 0.317 0.246 -0.629
O -0.51337 4.95384 -0.92429 -0.355 0.283 0.285
H 0.47310 2.78130 1.38536 0.192 -0.148 -0.192
H -0.24556 2.26702 -0.15296 0.506 0.213 -0.347
H -1.10681 3.27457 0.92782 0.047 0.362 -0.041
H 0.66077 5.13862 0.74321 -0.001 -0.110 0.070
H 1.69341 3.20362 -1.33168 0.051 0.087 -0.351
H 2.60782 4.52906 -0.58863 0.005 0.061 0.022

=====

50
Properties=species:S:1:pos:R:3:forces:R:3 method="wB97M-V/def2-TZVPD" total_charge=0 homo_ev=-10.703 smiles=ClCCl.ClCCl.ClCCl.ClCCl.ClCCl.ClCCl.ClCCl.ClCCl.ClCCl.ClCCl lumo_energy_ev=0.2 molar_mass_g_mol=849.33 gap_ev=10.94
Cl -5.17913 1.48196 2.63854 0.145 0.157 -0.099
C -3.86340 2.59306 2.21948 0.122 -0.065 -0.073
Cl -3.29622 2.39006 0.54185 -0.187 -0.061 0.173
H -4.20055 3.61585 2.33254 -0.134 -0.029 -0.048
H -3.02762 2.39207 2.87702 0.048 -0.068 -0.024
Cl -1.26034 0.33752 -3.34322 0.085 -0.072 0.132
C 0.05532 1.19081 -4.14145 -0.180 0.231 -0.747
Cl 1.62868 1.03818 -3.35360 -0.149 0.043 0.089
H 0.14669 0.80354 -5.15199 0.090 -0.247 0.138
H -0.23879 2.23165 -4.23638 0.258 0.078 0.393
Cl -2.02569 -2.58238 -1.83255 -0.100 -0.107 -0.164
C -3.26146 -3.80748 -2.22435 0.075 0.393 0.280
Cl -4.85507 -3.08841 -2.45622 -0.079 0.037 0.044
H -2.98965 -4.28944 -3.15284 0.166 -0.149 0.100
H -3.28518 -4.44966 -1.35374 -0.144 -0.284 -0.233
Cl 5.03438 0.02898 -0.59184 -0.421 -0.011 -0.022
C 4.29100 1.64909 -0.60053 0.799 0.314 0.859
Cl 4.97540 2.62542 -1.91051 -0.543 -0.120 0.020
H 3.20795 1.59815 -0.55037 -0.004 -0.137 -0.772
H 4.60872 2.12242 0.32584 0.079 -0.037 -0.068
Cl -1.78001 5.58229 -0.30527 0.003 0.111 -0.008
C -1.12358 4.82880 -1.75890 -0.161 -0.163 0.050
Cl -0.08494 3.44123 -1.35970 0.032 0.207 -0.152
H -1.94231 4.45520 -2.36379 -0.055 0.001 0.086
H -0.56413 5.57815 -2.30561 0.203 -0.105 0.066
Cl -0.05406 3.01910 2.34690 0.104 -0.221 -0.115
C 0.38781 1.84061 3.59965 -0.146 0.437 0.330
Cl -1.05121 1.18824 4.38777 -0.087 -0.086 0.167
H 0.95812 1.01823 3.19045 -0.007 0.073 -0.213
H 0.94607 2.39087 4.34754 0.101 -0.136 0.004
Cl -3.60608 -4.79723 1.42302 0.209 0.169 0.129
C -1.83896 -4.64894 1.40611 0.204 -0.226 -0.210
Cl -1.13684 -5.71956 0.17231 -0.001 -0.001 0.026
H -1.54705 -3.63300 1.16606 -0.182 0.047 -0.064
H -1.41809 -4.95656 2.35563 -0.237 0.000 0.103
Cl -1.41806 -0.85229 1.52229 0.209 0.296 -0.306
C -0.54284 0.02618 0.23168 -0.106 -0.410 0.669
Cl 1.19943 0.14071 0.61346 -0.125 -0.068 -0.228
H -0.67148 -0.55196 -0.67118 0.133 0.135 -0.167
H -0.93189 1.03455 0.18084 -0.052 0.005 -0.077
Cl 3.80559 -2.17828 4.19556 -0.187 -0.229 0.044
C 3.86961 -0.92689 2.97467 0.519 0.433 -0.112
Cl 4.01632 0.69631 3.74892 -0.202 -0.390 -0.460
H 4.75899 -1.07966 2.37278 0.076 0.090 0.119
H 3.00995 -0.96008 2.31377 -0.221 0.068 0.349
Cl 1.34638 -3.55130 -0.77738 -0.007 0.465 -0.209
C 2.12861 -2.42191 -1.93234 0.499 -0.825 0.383
Cl 1.76376 -2.84015 -3.59938 -0.265 0.154 -0.169
H 1.86661 -1.39766 -1.70383 -0.206 0.000 -0.060
H 3.18924 -2.60638 -1.80772 0.031 0.301 0.048

=====

The calculation returns the following electronic energy values, one per record and in order: -4560.25908 -2288.02681 -9596.84950 Ha.
The calculation returns the following energy relative to the best compared isomer or geometry (same formula, charge and spin) values, one per record and in order: 35.2 0.0 0.0 kJ/mol.